# 1
{"formula": "C2H3NO3S", "method": "ωB97M-V/def2-TZVPD", "symbols": ["C", "C", "N", "O", "O", "O", "S", "H", "H", "H"], "coordinates": [[1.092, -0.997, -1.277], [0.753, 0.160, 0.875], [1.208, -0.594, 0.003], [0.256, -1.693, -1.796], [-1.619, 1.019, 1.598], [-2.383, 1.208, -0.659], [-2.566, 0.540, 0.612], [1.990, -0.445, -1.849], [1.319, -0.019, 1.749], [-0.051, 0.821, 0.744]], "charge": 0, "homo_energy_ha": -0.356, "homo_lumo_gap_ev": 7.87, "relative_energy_kcal_mol": 54.02}

---

# 2
{"formula": "C50H48BN12O2SSbTi", "method": "ωB97M-V/def2-TZVPD", "symbols": ["Ti", "C", "C", "N", "N", "C", "B", "N", "C", "C", "C", "N", "N", "C", "C", "C", "N", "N", "C", "C", "C", "N", "H", "H", "H", "H", "H", "H", "H", "H", "H", "H", "H", "H", "C", "C", "C", "C", "C", "C", "C", "S", "O", "O", "N", "C", "C", "C", "C", "C", "N", "H", "H", "H", "H", "H", "H", "H", "H", "H", "H", "H", "N", "C", "C", "C", "C", "C", "C", "H", "H", "H", "H", "H", "H", "H", "C", "C", "C", "C", "C", "C", "Sb", "C", "C", "C", "C", "C", "C", "C", "C", "C", "C", "C", "C", "H", "H", "H", "H", "H", "H", "H", "H", "H", "H", "H", "H", "H", "H", "H", "C", "C", "N", "H", "H", "H"], "coordinates": [[1.800, -1.579, 1.542], [5.529, -3.410, 2.117], [4.347, -3.249, 1.455], [3.675, -2.173, 1.864], [4.431, -1.676, 2.876], [5.530, -2.399, 3.057], [3.817, -0.597, 3.831], [3.291, 0.619, 2.839], [3.568, 1.904, 2.858], [2.731, 2.575, 1.991], [1.908, 1.617, 1.465], [2.232, 0.422, 1.995], [2.630, -1.294, 4.490], [2.217, -1.382, 5.753], [1.096, -2.224, 5.797], [0.787, -2.405, 4.496], [1.731, -1.951, 3.665], [4.695, 0.028, 4.840], [4.609, 1.208, 5.550], [5.741, 1.330, 6.257], [6.461, 0.194, 6.024], [5.873, -0.531, 5.118], [6.267, -4.199, 2.007], [3.891, -3.913, 0.835], [6.244, -2.119, 3.861], [4.359, 2.163, 3.545], [2.707, 3.613, 1.753], [1.087, 1.722, 0.754], [2.752, -0.994, 6.583], [0.627, -2.667, 6.657], [-0.107, -2.899, 4.174], [3.687, 1.764, 5.532], [5.986, 2.071, 6.948], [7.344, -0.129, 6.511], [-4.363, -5.633, 4.173], [-3.397, -4.837, 3.348], [-3.944, -3.771, 2.609], [-3.149, -2.944, 1.831], [-1.777, -3.309, 1.763], [-1.209, -4.338, 2.524], [-2.055, -5.094, 3.346], [-0.782, -2.196, 0.826], [-1.396, -1.855, -0.431], [-0.349, -0.999, 1.637], [0.695, -2.942, 0.600], [0.848, -3.966, -0.421], [-0.156, -4.697, -0.987], [0.247, -5.539, -2.033], [1.597, -5.538, -2.518], [2.460, -4.766, -1.795], [2.141, -4.009, -0.766], [-3.888, -6.388, 4.814], [-5.165, -6.141, 3.551], [-4.955, -4.998, 4.796], [-5.041, -3.555, 2.847], [-3.520, -2.053, 1.293], [-0.147, -4.426, 2.469], [-1.654, -5.841, 4.051], [-1.217, -4.663, -0.615], [-0.514, -6.067, -2.508], [1.774, -6.207, -3.393], [3.441, -4.657, -2.152], [2.464, -1.175, -0.461], [3.463, -0.171, -0.788], [3.109, 0.965, -1.459], [4.117, 1.822, -1.840], [5.451, 1.631, -1.661], [5.819, 0.499, -0.950], [4.809, -0.395, -0.517], [2.793, -2.085, -0.752], [1.735, -1.045, -1.127], [2.053, 1.200, -1.693], [3.849, 2.638, -2.421], [6.129, 2.321, -2.077], [6.909, 0.277, -0.802], [5.027, -1.325, -0.043], [-6.978, 1.445, -5.242], [-6.693, 0.998, -3.969], [-5.726, 1.666, -3.201], [-5.075, 2.746, -3.754], [-5.242, 3.109, -5.108], [-6.243, 2.458, -5.817], [-3.637, 3.810, -2.783], [-2.517, 4.830, -4.204], [-2.603, 6.237, -4.253], [-1.943, 6.854, -5.283], [-1.088, 6.104, -6.075], [-1.035, 4.738, -6.020], [-1.723, 4.060, -5.031], [-4.393, 4.956, -1.235], [-5.818, 4.950, -1.000], [-6.375, 5.757, -0.035], [-5.564, 6.616, 0.635], [-4.188, 6.641, 0.445], [-3.574, 5.796, -0.481], [-7.702, 0.988, -5.835], [-7.312, 0.273, -3.423], [-5.574, 1.310, -2.211], [-4.673, 3.899, -5.579], [-6.364, 2.847, -6.832], [-3.302, 6.827, -3.685], [-1.893, 7.956, -5.354], [-0.620, 6.531, -6.935], [-0.338, 4.249, -6.724], [-1.720, 2.973, -4.963], [-6.457, 4.262, -1.600], [-7.432, 5.658, 0.184], [-5.962, 7.342, 1.245], [-3.560, 7.326, 0.936], [-2.533, 5.865, -0.670], [-0.192, -2.756, -4.981], [0.400, -2.107, -3.799], [0.814, -1.628, -2.838], [0.616, -3.018, -5.712], [-0.851, -2.076, -5.437], [-0.720, -3.660, -4.686]], "multiplicity": 2, "charge": 3, "homo_energy_ha": [-0.530, -0.558], "homo_lumo_gap_ev": [5.91, 6.67], "relative_energy_kcal_mol": 40.53}